The following is a DFT calculation (the ωB97M-V functional and the def2-TZVPD basis) of a molecular structure, C18H36CdCl12O16S.

Geometry as ORCA input:
```
! wB97M-V def2-TZVPD RIJCOSX def2/J DEFGRID3
* xyz 1 2
Cd -2.03554 -0.09428 -1.02348
S 0.18741 0.41299 0.08081
O -1.15388 1.04449 0.25856
O 0.50906 -0.35121 1.28853
O -0.16907 -0.48789 -0.98647
O 1.28946 1.19272 -0.31660
C -3.70982 -1.52296 2.75689
O -2.70943 -2.44924 2.40477
C -2.16523 -2.52709 1.19764
O -2.38988 -1.66768 0.33934
O -1.31902 -3.56630 1.13925
C -0.41168 -3.65101 0.00045
H -4.43489 -1.61096 1.94781
H -3.23212 -0.54777 2.66245
H -4.15666 -1.70400 3.73447
H 0.36132 -4.37330 0.26286
H 0.16145 -2.72776 -0.08466
H -0.91784 -3.90836 -0.92997
C 0.55796 2.59124 -3.33385
O -0.79534 2.98121 -3.68605
C -1.86249 2.43239 -3.03702
O -1.88597 1.32566 -2.40733
O -3.01765 3.30677 -2.97904
C -2.95426 4.60485 -3.50324
H 0.54009 1.70697 -2.69679
H 1.15077 3.35941 -2.83728
H 1.15156 2.47798 -4.24100
H -2.98666 4.63453 -4.59235
H -2.05070 5.10554 -3.15542
H -3.75640 5.26160 -3.16653
C -6.56046 -0.89668 -1.16230
O -6.34970 0.39424 -0.50413
C -5.14956 0.93776 -0.48897
O -4.11913 0.25856 -0.64532
O -5.20818 2.14453 -0.13592
C -4.14166 2.99100 -0.01148
H -7.56580 -0.94814 -1.58030
H -6.32153 -1.71202 -0.47947
H -5.83799 -1.13262 -1.94363
H -4.07985 3.46086 0.97011
H -4.07701 3.74271 -0.79816
H -3.19101 2.47440 -0.14373
C 3.03750 -2.10934 0.65853
O 3.71096 -2.92412 -0.28682
C 4.36985 -4.03786 0.22284
O 4.54266 -4.34481 1.41723
O 4.77795 -4.72418 -0.82363
C 5.54068 -5.92715 -0.63002
H 2.29826 -2.65146 1.24823
H 2.41798 -1.38613 0.12819
H 3.69987 -1.60758 1.36393
H 6.53969 -5.88785 -0.19582
H 5.60786 -6.47827 -1.56803
H 4.90507 -6.55584 -0.00645
C 1.24652 4.48941 0.22261
Cl -0.01782 4.83615 -0.97800
Cl 2.84981 4.96785 -0.41358
H 0.97392 4.99910 1.14674
H 1.33953 3.43139 0.46766
C 2.74926 1.72112 2.65136
Cl 2.55481 3.16626 3.59359
Cl 4.34793 0.99871 2.85000
H 1.98788 1.03988 3.03124
H 2.51201 1.89126 1.60119
C -0.94701 1.45512 3.40288
Cl -0.15831 1.78165 4.95823
Cl -2.65056 1.91586 3.38557
H -0.33429 1.94864 2.64849
H -0.93890 0.40119 3.12490
C 4.34384 1.59922 -1.01029
Cl 4.59614 0.87196 -2.65754
Cl 5.67919 2.65005 -0.50826
H 3.45800 2.23021 -1.08264
H 4.18573 0.81717 -0.26767
C 0.96370 -2.05356 4.05373
Cl 0.28639 -3.67483 4.02091
Cl 2.18520 -1.84225 5.31974
H 1.52756 -1.90214 3.13328
H 0.12651 -1.35974 4.13007
C 2.06811 -2.06890 -3.18627
Cl 1.59673 -3.74914 -3.30325
Cl 2.85027 -1.42603 -4.71243
H 1.18905 -1.46812 -2.95297
H 2.78778 -1.99605 -2.37087
*
```

- F_max: 8.482 eV/A
- Expectation value of S²: 0.759
- HOMO-LUMO gap (spin up / spin down): 9.526 / 4.225 eV
- HOMO (spin up / spin down): -12.61 / -12.61 eV

***

The following is a DFT calculation (the ωB97M-V functional and the def2-TZVPD basis) of 4 unconnected molecules or ions with the total composition C18H36FN4.

Geometry as ORCA input:
```
! wB97M-V def2-TZVPD RIJCOSX def2/J DEFGRID3
* xyz 1 1
C 16.92368 -7.54911 -1.47260
C 16.34030 -8.91529 -1.74339
N 15.74921 -8.95127 -3.11350
C 14.82983 -8.00691 -3.60497
C 14.39918 -8.47887 -4.81835
N 15.06091 -9.64612 -5.11029
C 15.93378 -9.93979 -4.09139
C 14.90415 -10.40911 -6.39608
H 17.62064 -7.13803 -2.20292
H 17.47531 -7.61088 -0.53452
H 16.20006 -6.74787 -1.32263
H 15.63209 -9.28662 -1.00267
H 17.13640 -9.65956 -1.76333
H 14.51858 -7.22116 -2.93259
H 13.62859 -8.11641 -5.48258
H 16.54632 -10.81218 -3.91781
H 14.11104 -11.14351 -6.25562
H 15.86608 -10.88175 -6.59458
H 14.61340 -9.81527 -7.26264
C 8.93001 -9.29831 -2.74540
C 10.26068 -9.43353 -3.63993
N 11.28440 -10.38084 -3.16286
C 11.87989 -10.29086 -1.96390
C 12.80713 -11.36841 -1.90661
N 12.84479 -12.03036 -3.14215
C 11.91269 -11.33197 -3.88307
C 13.62628 -13.18930 -3.57130
H 8.96948 -9.11452 -1.67174
H 8.26785 -10.15910 -2.83867
H 8.38325 -8.41083 -3.06404
H 10.68512 -8.43052 -3.68353
H 9.99240 -9.75387 -4.64667
H 11.50263 -9.59738 -1.22691
H 13.50249 -11.61766 -1.11873
H 11.69747 -11.49948 -4.92807
H 13.00713 -13.92943 -4.07823
H 14.05719 -13.66703 -2.69142
H 14.39867 -12.85825 -4.26550
F 15.85111 -12.03111 -1.75662
C 16.29067 -12.01992 2.76039
C 16.04817 -10.99316 1.72082
C 16.26203 -9.55011 2.24222
C 17.74402 -9.04772 2.55982
C 17.76551 -7.55065 2.85722
C 17.86152 -7.12819 4.33997
H 15.66877 -11.76060 3.61719
H 17.32963 -12.01945 3.09006
H 16.03540 -13.05266 2.52292
H 16.70619 -11.17574 0.87125
H 14.99905 -11.10009 1.44509
H 15.61905 -9.34481 3.09810
H 15.76724 -8.87561 1.54341
H 18.18645 -9.62994 3.36814
H 18.39124 -9.36398 1.74178
H 18.65096 -7.18694 2.33587
H 16.93606 -7.04105 2.36691
H 18.24246 -6.12724 4.54267
H 16.87234 -7.07080 4.79421
H 18.48302 -7.85383 4.86463
*
```

- F_max: 4.549 eV/A
- HOMO-LUMO gap: 7.996 eV
- HOMO: -10.77 eV

***

The following is a DFT calculation (the ωB97M-V functional and the def2-TZVPD basis) of a molecular structure, C18H36IrN3.

Geometry as ORCA input:
```
! wB97M-V def2-TZVPD RIJCOSX def2/J DEFGRID3
* xyz 2 5
C 2.10821 -2.19266 2.06908
H 3.08922 -1.74244 2.30506
H 1.82700 -2.86788 2.87867
H 1.36791 -1.47927 2.37793
C 1.77518 -2.59469 0.51505
H 0.70072 -2.25790 0.28337
H 2.34639 -2.15383 -0.34800
C 1.98672 -4.10980 0.29850
H 2.10833 -4.60411 -0.65702
H 2.79946 -4.48587 0.91361
H 1.07166 -4.54967 0.63914
C -3.03374 0.35147 -0.99699
C -2.34175 -0.91006 -1.33421
C -2.29686 -1.73204 -0.15230
C -2.68279 -0.95871 0.94232
C -3.09926 0.35827 0.47716
C -3.46875 1.44634 1.41835
C -2.63259 -1.41986 2.37523
C -1.86855 -3.16956 -0.04555
C -1.93846 -1.38808 -2.67744
C -3.16576 1.52628 -1.88491
Ir -1.14063 0.65467 -0.38047
H -2.27197 -0.63804 3.06231
H -3.64388 -1.72838 2.69464
H -1.96141 -2.28885 2.49780
H -2.92725 1.25326 2.35766
H -3.12496 2.40061 1.01455
H -4.54349 1.48323 1.62526
H -2.41685 1.41671 -2.66787
H -4.12776 1.74195 -2.32163
H -2.85421 2.37763 -1.27939
H -1.42883 -2.34739 -2.56581
H -2.80791 -1.53493 -3.31833
H -1.25716 -0.68780 -3.15949
H -1.26952 -3.37326 0.86161
H -2.76216 -3.81313 0.02593
H -1.26900 -3.52707 -0.88834
C 1.23100 4.01143 1.22578
N 2.04583 3.15285 0.38948
C 3.18731 3.82254 -0.29576
C 1.47366 1.99173 -0.06743
N 0.25037 1.73450 0.39751
N 2.16628 1.18831 -0.91175
C 3.65063 1.10520 -0.97800
C 1.49521 0.28695 -1.82987
H 1.71014 4.97366 1.27693
H 1.15129 3.58676 2.22768
H 0.22898 4.13433 0.80726
H 4.15966 3.39208 0.05293
H 3.08187 3.76017 -1.40711
H 3.13905 4.88758 0.01521
H 0.16687 2.18771 1.35020
H 3.91618 0.09803 -1.34699
H 4.04293 1.84951 -1.69118
H 4.10467 1.24196 0.01734
H 0.56138 -0.09522 -1.35777
H 1.24311 0.79881 -2.76764
H 2.14826 -0.56401 -2.06229
*
```

- F_max: 3.332 eV/A
- Expectation value of S²: 6.015
- HOMO-LUMO gap (spin up / spin down): 8.701 / 6.578 eV
- HOMO (spin up / spin down): -13.85 / -15.71 eV